Here is a cluster of 11 separate species, C54H136N6O21 in total in a non-equilibrium geometry from OMol25. Energies are from the ωB97M-V functional and the def2-TZVPD basis.

Positions of all 217 atoms, in Å:
C: -3.2329 -0.4246 -0.3391
O: -3.1057 -1.4980 0.5590
C: -3.4152 -2.7881 0.0164
C: -4.7891 -3.3171 0.3846
C: -5.8957 -2.6947 -0.5062
N: -4.9795 -3.1067 1.8010
H: -2.8202 0.4980 0.0625
H: -4.2919 -0.2554 -0.5675
H: -2.7438 -0.6023 -1.3080
H: -3.1851 -2.7910 -1.0525
H: -2.7086 -3.4257 0.5619
H: -4.7858 -4.3699 0.0806
H: -5.7500 -1.6106 -0.5125
H: -6.8925 -2.8543 -0.0992
H: -5.7449 -3.0617 -1.5204
H: -5.9557 -3.0398 2.0685
H: -4.5983 -2.2041 2.0707
C: 5.9393 -5.6964 0.5273
O: 4.8711 -5.2136 -0.2429
C: 4.6865 -3.8290 -0.0385
C: 3.6622 -3.2231 -0.9697
C: 4.0817 -3.3848 -2.4329
N: 3.5283 -1.8136 -0.6305
H: 6.9306 -5.5970 0.0743
H: 5.8219 -6.7855 0.5388
H: 5.8594 -5.3234 1.5489
H: 4.4204 -3.6555 1.0162
H: 5.6470 -3.3110 -0.1616
H: 2.6872 -3.7146 -0.8283
H: 4.2239 -4.4562 -2.5994
H: 5.0524 -2.9202 -2.6111
H: 3.3309 -3.0016 -3.1208
H: 2.7896 -1.3333 -1.1404
H: 3.1555 -1.7718 0.3130
C: -4.6008 -4.2520 -2.0352
O: -3.2299 -4.0039 -2.0710
C: -2.7044 -4.0715 -3.3894
C: -1.1759 -3.9240 -3.3437
C: -0.7944 -2.6108 -2.6618
N: -0.6715 -3.9595 -4.7091
H: -4.8887 -5.1356 -2.6312
H: -5.1692 -3.4327 -2.4864
H: -4.9397 -4.5413 -1.0424
H: -2.8986 -5.0820 -3.7836
H: -3.2172 -3.3306 -4.0197
H: -0.7676 -4.7623 -2.7815
H: -1.3114 -1.8076 -3.1848
H: 0.2880 -2.4934 -2.6890
H: -1.1143 -2.7443 -1.6281
H: -0.8474 -4.8211 -5.2005
H: -0.9915 -3.1558 -5.2296
C: -5.0534 1.8567 -4.0129
O: -5.9372 1.0942 -3.2166
C: -6.9242 1.9030 -2.6434
C: -7.7299 1.1139 -1.6138
C: -8.4136 -0.1123 -2.1966
N: -8.7393 1.9521 -1.0119
H: -5.5604 2.7254 -4.4330
H: -4.6117 1.2463 -4.7959
H: -4.2332 2.2005 -3.3724
H: -6.4963 2.7847 -2.1451
H: -7.6455 2.3155 -3.3677
H: -6.9786 0.7656 -0.8966
H: -9.0477 0.2061 -3.0318
H: -8.9715 -0.6762 -1.4573
H: -7.6571 -0.7392 -2.6761
H: -9.5847 2.1818 -1.5022
H: -8.3399 2.7746 -0.5825
C: 3.2074 4.3252 -3.6891
O: 3.3025 4.3490 -2.2891
C: 3.6950 5.6133 -1.7874
C: 3.2989 5.6353 -0.3163
C: 3.6891 6.9624 0.3677
N: 3.9442 4.5870 0.4654
H: 2.7101 3.4185 -4.0288
H: 4.1705 4.3540 -4.2087
H: 2.5784 5.1533 -4.0422
H: 4.7785 5.6714 -1.9432
H: 3.2112 6.4486 -2.3093
H: 2.2165 5.6281 -0.1622
H: 3.1819 7.1090 1.3182
H: 3.3719 7.8195 -0.2456
H: 4.7580 7.1207 0.5278
H: 3.7610 3.6881 0.0151
H: 4.9531 4.6444 0.5276
C: 3.1506 -3.8048 9.9804
O: 2.7026 -3.9233 8.6581
C: 1.4814 -4.6206 8.4560
C: 1.2757 -4.7710 6.9548
C: 1.2856 -3.3626 6.2820
N: 0.0145 -5.4383 6.7719
H: 4.0079 -3.1344 9.9578
H: 3.4129 -4.7763 10.4175
H: 2.3862 -3.3231 10.6105
H: 1.5749 -5.5876 8.9706
H: 0.6899 -4.0449 8.9651
H: 2.2082 -5.2676 6.6760
H: 0.9388 -3.5990 5.2760
H: 2.2976 -2.9613 6.2360
H: 0.6512 -2.6955 6.8627
H: -0.2052 -5.6775 5.8119
H: -0.7865 -4.9179 7.1039
C: 2.4497 -7.0744 2.8019
O: 1.5554 -6.0857 2.3316
C: 1.8212 -5.7535 0.9625
C: 0.5404 -5.5054 0.1896
O: -0.4589 -6.3880 0.6488
C: -1.5916 -6.3038 -0.1699
C: -2.5745 -7.3299 0.3300
O: -2.1005 -8.6202 0.0426
C: -2.9912 -9.5908 0.5305
H: 2.0894 -8.0542 2.4596
H: 2.3324 -7.1231 3.8832
H: 3.4646 -6.8961 2.4483
H: 2.3297 -6.6032 0.5011
H: 2.5037 -4.9081 1.0336
H: 0.8012 -5.7745 -0.8418
H: 0.1602 -4.4817 0.2645
H: -1.3153 -6.4858 -1.2158
H: -2.0918 -5.3262 -0.1630
H: -3.5547 -7.1356 -0.1309
H: -2.7289 -7.2466 1.4118
H: -2.6323 -10.5955 0.3175
H: -3.9717 -9.5058 0.0392
H: -3.1289 -9.4761 1.6128
C: 0.5615 0.0457 -4.6787
O: 1.0637 1.3287 -4.8921
C: 1.9374 1.4875 -5.9958
C: 3.3117 0.8749 -5.8195
O: 3.8862 1.2542 -4.5864
C: 4.2458 0.1667 -3.7633
C: 4.8851 0.6175 -2.4925
O: 6.0410 1.3487 -2.8485
C: 6.5152 2.1395 -1.7883
H: 0.0198 -0.3638 -5.5433
H: -0.2068 0.0689 -3.9058
H: 1.3435 -0.6455 -4.3533
H: 1.9821 2.5636 -6.1501
H: 1.4725 1.0336 -6.8827
H: 3.9611 1.3569 -6.5598
H: 3.3320 -0.2044 -5.9846
H: 4.9457 -0.4785 -4.3171
H: 3.4033 -0.5222 -3.6101
H: 5.1860 -0.3001 -1.9707
H: 4.2114 1.1092 -1.7844
H: 5.7782 2.8082 -1.3295
H: 7.4047 2.6463 -2.1494
H: 6.8182 1.4847 -0.9530
C: -1.0634 3.4489 -1.6367
O: 0.1017 2.7433 -1.3020
C: 0.6338 2.0073 -2.3738
C: 1.8020 1.1660 -1.8767
O: 1.5002 -0.0830 -1.2952
C: 0.6811 0.0337 -0.1582
C: 0.4817 -1.2734 0.5998
O: 1.5496 -1.4446 1.4795
C: 1.3061 -2.4110 2.4683
H: -1.8610 2.7401 -1.9179
H: -0.9080 4.0446 -2.5460
H: -1.4124 4.1139 -0.8549
H: 1.0710 2.6668 -3.1318
H: -0.1404 1.3645 -2.8136
H: 2.3218 1.7587 -1.1107
H: 2.4875 1.0653 -2.7174
H: -0.3281 0.3874 -0.3987
H: 1.0912 0.7455 0.5721
H: 0.3698 -2.0323 -0.1948
H: -0.5146 -1.2313 1.0502
H: 0.3345 -2.1950 2.9360
H: 2.0450 -2.5008 3.2590
H: 1.1265 -3.4251 2.0789
C: -0.7421 6.7859 -2.6344
O: -0.5371 7.4873 -1.4360
C: -0.3784 6.6802 -0.2941
C: 0.0436 7.5271 0.9019
O: -0.8000 8.6044 1.2844
C: -1.2337 9.5365 0.3113
C: -0.0522 10.3093 -0.2830
O: -0.5428 11.4112 -0.9927
C: 0.3634 12.0505 -1.8408
H: -0.8999 7.4587 -3.4754
H: -1.6305 6.1558 -2.5065
H: 0.1041 6.1511 -2.9325
H: 0.4027 5.9313 -0.4759
H: -1.3053 6.1544 -0.0279
H: 1.0382 7.9299 0.6800
H: 0.0514 6.9218 1.8051
H: -1.8777 10.2310 0.8517
H: -1.8124 9.0435 -0.4671
H: 0.4233 9.5747 -0.9489
H: 0.6661 10.6069 0.4901
H: -0.1918 12.8348 -2.3614
H: 0.6654 11.3858 -2.6639
H: 1.2308 12.5003 -1.3514
C: -1.0901 -0.9297 5.1330
O: -1.2073 -0.0433 6.2172
C: -1.7876 1.2086 5.8925
C: -0.9523 2.0862 4.9818
O: -1.0624 1.6783 3.6191
C: -1.0192 2.7322 2.6855
C: 0.3586 3.3171 2.4702
O: 0.6487 4.3045 3.4385
C: 1.9870 4.7177 3.3876
H: -0.6326 -1.8299 5.5485
H: -0.4208 -0.5700 4.3523
H: -2.0571 -1.2307 4.7216
H: -1.8613 1.7090 6.8613
H: -2.7920 1.0596 5.4723
H: 0.0915 2.0399 5.3085
H: -1.3223 3.1108 5.0963
H: -1.7025 3.5634 2.9152
H: -1.3485 2.2734 1.7484
H: 0.5439 3.7495 1.4753
H: 1.0910 2.4903 2.4901
H: 2.6959 3.8818 3.4027
H: 2.1811 5.3075 4.2865
H: 2.2415 5.3463 2.5290

Spin multiplicity: 1
SMILES string: COC[C@H](C)N.COC[C@H](C)N.COC[C@H](C)N.COC[C@H](C)N.COC[C@H](C)N.COC[C@H](C)N.COCCOCCOC.COCCOCCOC.COCCOCCOC.COCCOCCOC.COCCOCCOC
Energy relative to the best compared isomer or geometry (same formula, charge and spin) in eV: 2.350
Charge: 0



Here is the molecule CH4N2O2 in a non-equilibrium geometry from OMol25. Energies are from the ωB97M-V functional and the def2-TZVPD basis.

Positions of all 9 atoms, in Å:
O: 1.6548 -0.7257 1.4893
N: 0.4042 0.0692 0.9109
C: -0.2882 -0.4862 0.0516
N: -0.9222 0.3941 -0.9445
O: -0.3943 1.6455 -0.9322
H: 1.3248 -1.6261 1.4625
H: -0.2323 -1.5435 -0.0718
H: -0.9304 0.0720 -1.8978
H: -0.6165 2.2006 -0.0680

Spin multiplicity: 1
SMILES string: O/N=C/NO
Energy relative to the best compared isomer or geometry (same formula, charge and spin) in eV: 4.826
Charge: 0



Here is a structure of composition C43H40N3O2P2PtS2 from OMol25. Energies are from the ωB97M-V functional and the def2-TZVPD basis.

Positions of all 93 atoms, in Å:
Pt: 0.3895 -0.1073 0.3944
C: -2.5182 7.5340 2.2258
C: -2.4483 6.0353 2.1278
C: -1.2807 5.3464 2.4565
C: -1.2219 3.9649 2.3807
C: -2.3427 3.2586 1.9715
C: -3.5184 3.9192 1.6461
C: -3.5620 5.3015 1.7222
S: -2.2671 1.4959 1.8826
O: -3.6045 1.0277 1.6324
O: -1.5695 1.0314 3.0523
N: -1.2929 1.1720 0.6159
C: -1.6988 1.2282 -0.7054
C: -2.8364 1.8142 -1.2682
C: -2.9919 1.7309 -2.6382
C: -2.0472 1.0746 -3.4218
C: -0.9514 0.5225 -2.7928
N: -0.7776 0.6136 -1.4746
H: -1.5351 7.9672 2.4032
H: -3.1726 7.8353 3.0467
H: -2.9229 7.9679 1.3104
H: -0.4068 5.9015 2.7775
H: -0.3095 3.4306 2.6296
H: -4.3981 3.3520 1.3667
H: -4.4805 5.8199 1.4697
H: -3.5755 2.2919 -0.6470
H: -3.8608 2.1795 -3.1030
H: -2.1589 0.9980 -4.4945
H: -0.1802 -0.0037 -3.3467
C: 0.4447 -3.3805 -0.4808
C: 1.9045 -3.0144 -0.2406
P: 2.1482 -1.2081 -0.4739
C: 3.9121 -0.9890 -0.0723
C: 4.4185 0.0355 0.7179
C: 5.7872 0.1352 0.9424
C: 6.6579 -0.7804 0.3766
C: 6.1618 -1.7969 -0.4336
C: 4.8013 -1.8968 -0.6615
C: 2.1242 -0.9163 -2.2631
C: 1.9413 -1.9219 -3.2056
C: 1.9407 -1.6129 -4.5603
C: 2.1256 -0.3020 -4.9746
C: 2.3110 0.7054 -4.0342
C: 2.3087 0.4013 -2.6837
P: -0.6689 -2.3043 0.5151
C: -2.3042 -2.7026 -0.1699
C: -3.2966 -1.7285 -0.1438
C: -4.5605 -2.0025 -0.6486
C: -4.8388 -3.2495 -1.1856
C: -3.8542 -4.2309 -1.2061
C: -2.5940 -3.9614 -0.6987
C: -0.6889 -3.0116 2.1929
C: -0.4279 -4.3510 2.4767
C: -0.5418 -4.8197 3.7788
C: -0.9413 -3.9636 4.7986
C: -1.2152 -2.6313 4.5179
C: -1.0796 -2.1542 3.2228
H: 0.2824 -4.4436 -0.3039
H: 0.1648 -3.1818 -1.5179
H: 2.5829 -3.5932 -0.8655
H: 2.1786 -3.2341 0.7969
H: 3.7512 0.7682 1.1463
H: 6.1674 0.9419 1.5578
H: 7.7234 -0.6987 0.5517
H: 6.8378 -2.5045 -0.8959
H: 4.4378 -2.6718 -1.3277
H: 1.7993 -2.9532 -2.9012
H: 1.7966 -2.3996 -5.2902
H: 2.1260 -0.0635 -6.0308
H: 2.4569 1.7293 -4.3547
H: 2.4363 1.1907 -1.9503
H: -3.1058 -0.7563 0.2901
H: -5.3237 -1.2350 -0.6130
H: -5.8234 -3.4640 -1.5833
H: -4.0706 -5.2091 -1.6168
H: -1.8446 -4.7447 -0.7162
H: -0.1531 -5.0474 1.6911
H: -0.3362 -5.8618 3.9941
H: -1.0428 -4.3389 5.8099
H: -1.5284 -1.9563 5.3050
H: -1.2828 -1.1085 3.0095
S: 1.4463 1.2748 2.0376
C: 1.6690 0.3273 3.4466
N: 1.9345 -0.9914 3.4007
C: 2.1784 -1.7701 4.4811
C: 2.1700 -1.2259 5.7244
C: 1.8784 0.1453 5.8419
C: 1.6417 0.9081 4.7296
H: 1.9226 -1.4164 2.4829
H: 2.3413 -2.8199 4.2810
H: 2.3488 -1.8461 6.5900
H: 1.8361 0.6032 6.8221
H: 1.4026 1.9594 4.8040

Spin multiplicity: 1
Energy relative to the best compared isomer or geometry (same formula, charge and spin) in eV: 0.564
Charge: +1